1.
21
Properties=species:S:1:pos:R:3 method="wB97M-V/def2-TZVPD" total_energy_ev=-8391.7930 lumo_energy_ev=1.14
C -2.42 -1.21 0.52
N -0.98 -1.37 0.47
C -0.26 -0.23 -0.07
C -0.31 -0.19 -1.59
C 1.18 -0.21 0.45
C 1.91 1.08 0.12
N 1.26 2.26 0.72
H -2.91 -2.16 0.70
H -2.83 -0.77 -0.40
H -2.65 -0.47 1.27
H -0.66 -2.24 0.07
H -0.77 0.66 0.31
H -1.35 -0.35 -1.92
H 0.02 0.70 -2.12
H 0.21 -1.06 -2.02
H 1.71 -1.03 -0.05
H 1.27 -0.42 1.51
H 1.89 1.18 -0.98
H 2.94 1.03 0.33
H 0.79 1.93 1.57
H 1.96 2.87 1.13

---

2.
21
Properties=species:S:1:pos:R:3 method="wB97M-V/def2-TZVPD" total_energy_ev=-8391.1444 lumo_energy_ev=0.97
C 1.11 1.71 -0.32
N 0.98 0.36 0.23
N 1.98 -0.51 -0.36
C -0.44 -0.29 0.21
C -0.81 -0.94 -1.14
C -1.54 0.72 0.59
C -0.34 -1.34 1.31
H 0.79 1.77 -1.37
H 0.53 2.43 0.27
H 2.15 2.06 -0.26
H 2.92 -0.23 -0.06
H 1.98 -0.46 -1.38
H -1.74 -1.51 -1.06
H -0.06 -1.65 -1.50
H -0.95 -0.21 -1.94
H -1.33 1.21 1.55
H -2.51 0.23 0.69
H -1.64 1.50 -0.17
H 0.39 -2.13 1.09
H -0.13 -0.90 2.29
H -1.36 -1.80 1.34

---

3.
21
Properties=species:S:1:pos:R:3 method="wB97M-V/def2-TZVPD" total_energy_ev=-8391.1816 lumo_energy_ev=1.08
C -2.00 0.59 -1.57
C -0.89 0.83 -0.54
C -0.77 -0.26 0.50
N -1.82 -0.12 1.50
C 0.68 -0.36 1.07
N 1.80 0.17 0.34
C 2.55 -0.79 -0.52
H -1.48 -0.10 -2.25
H -2.18 1.51 -2.12
H -2.92 0.13 -1.22
H -0.76 1.83 -0.08
H 0.06 0.90 -1.08
H -0.87 -1.24 0.03
H -2.06 0.86 1.64
H -1.50 -0.44 2.40
H 0.86 -1.42 1.30
H 0.69 0.15 2.05
H 2.49 0.67 0.88
H 1.87 -1.62 -0.67
H 3.57 -1.02 -0.20
H 2.69 -0.27 -1.48

---

4.
21
Properties=species:S:1:pos:R:3 method="wB97M-V/def2-TZVPD" total_energy_ev=-8387.8808 lumo_energy_ev=0.15
C -3.04 0.71 -0.32
C -2.07 -0.45 -0.09
N -0.76 0.06 0.33
C 0.12 -0.87 0.47
C 1.38 -0.86 -0.52
N 1.61 0.49 -0.97
C 2.69 1.15 -0.20
H -4.06 0.37 -0.44
H -2.77 1.38 -1.14
H -2.96 1.33 0.58
H -2.10 -1.10 -0.97
H -2.46 -1.02 0.77
H 0.88 -0.59 1.60
H -0.27 -1.91 0.49
H 1.04 -0.75 2.39
H 2.22 -1.31 0.01
H 0.93 -1.54 -1.25
H 0.74 0.94 -0.71
H 3.07 2.01 -0.75
H 2.32 1.51 0.77
H 3.49 0.43 -0.06

---

5.
22
Properties=species:S:1:pos:R:3 method="wB97M-V/def2-TZVPD" total_energy_ev=-10431.3893 lumo_energy_ev="0.85 / 0.30"
C -0.07 1.83 -0.52
N 0.16 0.51 0.04
C 2.37 0.73 0.55
C 3.14 -0.34 0.61
O -0.23 0.27 1.36
H 0.61 0.42 1.84
H 2.76 1.73 0.75
H 0.24 2.58 0.21
H -1.11 1.95 -0.81
H 0.55 1.92 -1.41
H 2.73 -1.33 0.38
H 4.20 -0.33 0.86
C -2.59 -0.23 -0.13
C -0.94 -1.85 -0.67
N -1.35 -0.48 -0.83
H 0.86 -0.18 -0.38
H -3.41 -0.74 -0.66
H -2.59 -0.57 0.91
H 0.04 -2.02 -1.14
H -1.65 -2.52 -1.19
H -0.90 -2.19 0.38
H -2.83 0.84 -0.15

---

6.
22
Properties=species:S:1:pos:R:3 method="wB97M-V/def2-TZVPD" total_energy_ev=-10436.1834 lumo_energy_ev=1.07
H -0.77 -2.11 1.86
N -0.35 -1.19 1.69
C 0.88 -1.11 2.03
C 1.68 0.14 2.14
H 1.27 -1.91 2.67
H 1.38 0.87 1.39
H 2.74 -0.09 1.96
H 1.56 0.58 3.13
C -0.35 1.52 -2.07
C -0.64 0.96 -0.70
C -1.98 0.27 -0.62
O 0.56 -0.22 -0.51
N 0.57 -1.32 -1.40
H -1.12 2.24 -2.36
H -0.33 0.71 -2.79
H 0.61 2.04 -2.09
H -0.53 1.71 0.08
H -2.77 0.92 -1.01
H -1.98 -0.63 -1.23
H -2.33 0.14 0.40
H 0.38 -2.13 -0.80
H 1.52 -1.38 -1.76

---

7.
22
Properties=species:S:1:pos:R:3 method="wB97M-V/def2-TZVPD" total_energy_ev=-10437.0951 lumo_energy_ev=0.54
C 0.78 1.41 -2.12
C 1.78 -0.08 1.04
C 0.47 0.46 0.56
O 0.90 0.24 -1.40
N 0.05 1.60 0.93
H -0.88 1.86 0.62
H -0.03 1.38 -2.87
H 1.70 1.68 -2.65
H 0.55 2.27 -1.44
H 2.11 -0.94 0.45
H 1.73 -0.35 2.10
H 2.51 0.71 0.93
C -0.63 -1.81 1.19
C -1.88 -0.22 -0.20
N -0.55 -0.73 0.18
H -0.06 -0.95 -0.72
H -1.32 -2.57 0.84
H 0.36 -2.25 1.32
H -0.97 -1.40 2.13
H -1.75 0.52 -0.99
H -2.48 -1.05 -0.58
H -2.37 0.22 0.66

---

8.
22
Properties=species:S:1:pos:R:3 method="wB97M-V/def2-TZVPD" total_energy_ev=-10438.2433 lumo_energy_ev=0.92
N 1.46 1.97 -1.86
C 0.27 2.32 -1.12
N -0.81 1.35 -1.41
C -1.17 0.39 -0.37
C -0.39 -0.91 -0.41
C 0.48 -1.19 0.82
C -0.43 -1.66 1.98
O -0.20 -3.07 2.19
H 1.94 2.65 -2.42
H 2.20 1.48 -1.37
H 0.03 3.37 -1.31
H 0.41 2.17 -0.04
H -0.62 0.86 -2.27
H -2.26 0.24 -0.42
H -0.99 1.04 0.50
H -1.03 -1.80 -0.60
H 0.26 -1.15 -1.26
H 1.03 -0.31 1.17
H 1.21 -1.99 0.67
H -0.31 -1.04 2.86
H -1.50 -1.54 1.74
H 0.41 -3.18 2.91

---

9.
22
Properties=species:S:1:pos:R:3 method="wB97M-V/def2-TZVPD" total_energy_ev=-10437.4481 lumo_energy_ev=0.77
C 1.15 -1.38 0.29
C 1.24 0.98 -0.26
C -2.07 -0.41 0.60
C 1.36 2.39 0.23
C -2.07 -1.14 -0.74
N 1.36 -0.05 0.55
N 1.05 0.74 -1.63
O 1.42 -2.19 1.41
H 0.59 -2.39 1.86
H 1.48 0.16 1.54
H 1.60 -1.76 -0.62
H -1.39 0.44 0.59
H 0.61 1.53 -2.10
H 0.53 -0.12 -1.78
H -3.07 -0.04 0.83
H -1.77 -1.08 1.40
H 2.25 2.87 -0.19
H 1.43 2.41 1.31
H 0.50 2.98 -0.08
H -2.80 -1.94 -0.73
H -1.09 -1.56 -0.92
H -2.33 -0.46 -1.55

---

10.
22
Properties=species:S:1:pos:R:3 method="wB97M-V/def2-TZVPD" total_energy_ev=-10432.5498 lumo_energy_ev=-1.19
C 0.77 0.73 0.46
C 0.12 1.49 -0.80
C -1.30 1.12 -0.99
C -2.28 1.32 0.00
N 1.03 -0.73 0.05
C 1.51 -1.44 1.20
N 0.54 -1.63 2.39
H 0.16 0.82 1.38
H 1.73 1.26 0.64
H 0.08 2.60 -0.74
H 0.71 1.18 -1.65
H -1.59 0.64 -1.95
H -3.34 1.12 -0.29
H -2.24 2.32 0.50
H -1.17 -0.32 -0.21
H 2.33 -0.80 1.53
H 1.83 -2.45 0.93
H 0.57 -2.48 2.91
H -0.30 -1.70 1.84
H 0.01 -1.55 -3.06
H 0.67 -0.84 -1.65
O 0.14 -0.67 -2.48

---

11.
22
Properties=species:S:1:pos:R:3 method="wB97M-V/def2-TZVPD" total_energy_ev=-10437.6207 lumo_energy_ev=0.93
C 0.20 2.18 0.57
C -0.28 1.68 -0.78
C -0.67 -0.11 -0.80
N -1.42 -0.51 0.30
O -1.28 -0.35 -2.03
C 0.74 -0.51 -0.86
C 0.98 -1.89 0.28
N 0.93 -1.28 1.61
H -0.46 1.84 1.37
H 1.20 1.82 0.79
H 0.24 3.27 0.60
H -1.27 2.08 -1.01
H 0.38 1.97 -1.60
H -1.48 0.00 1.18
H -2.09 -1.25 0.15
H -2.22 -0.12 -2.00
H 1.52 0.13 -0.47
H 1.00 -0.88 -1.84
H 0.22 -2.66 0.14
H 1.96 -2.33 0.07
H 1.72 -1.56 2.19
H 0.09 -1.51 2.13

---

12.
22
Properties=species:S:1:pos:R:3 method="wB97M-V/def2-TZVPD" total_energy_ev=-10439.3020 lumo_energy_ev=0.91
H 2.95 2.00 -0.57
N 2.52 1.73 -1.45
C 1.69 0.78 -1.31
N 1.35 0.11 -0.16
C -0.03 -0.37 0.05
C -0.11 -1.17 1.34
C -1.54 -1.30 1.86
C -2.33 -2.40 1.11
H 1.15 0.42 -2.18
H 1.75 0.46 0.70
H -0.37 -0.99 -0.75
H -0.66 0.52 0.17
H 0.18 -2.19 1.11
H 0.59 -0.84 2.12
H -1.47 -1.58 2.91
H -2.08 -0.35 1.81
H -1.87 -2.54 0.13
H -2.31 -3.33 1.68
H -3.34 -2.10 0.87
O 1.14 4.70 -3.20
H 1.89 4.38 -3.72
H 0.92 4.06 -2.53

---

13.
22
Properties=species:S:1:pos:R:3 method="wB97M-V/def2-TZVPD" total_energy_ev=-10436.5918 lumo_energy_ev=0.73
C 1.73 1.62 0.60
C 0.68 1.04 0.04
C -0.77 1.59 0.07
C 0.83 0.11 -1.16
C 1.06 1.00 -2.33
O 1.90 -0.71 -1.17
H 2.73 1.29 0.31
H 1.53 2.42 1.29
H -0.88 2.12 -0.92
H -0.94 2.27 0.89
H -1.57 0.80 0.12
H -0.13 -0.59 -1.35
H 0.44 0.76 -3.27
H 2.13 0.91 -2.57
H 0.79 1.99 -2.10
H 2.11 -1.12 -0.33
N -2.71 -2.63 1.91
N -1.42 -1.90 2.01
H -3.16 -2.90 2.86
H -2.55 -3.59 1.51
H -0.85 -2.66 2.50
H -0.95 -1.82 1.10

---

14.
22
Properties=species:S:1:pos:R:3 method="wB97M-V/def2-TZVPD" total_energy_ev=-10439.0100 lumo_energy_ev=0.93
N 0.85 3.07 -0.03
C 0.75 1.96 0.89
C 1.36 0.62 0.47
C 0.45 -0.13 -0.54
C -0.61 -0.97 0.13
N -0.09 -2.38 0.18
C -1.87 -1.01 -0.71
O -2.69 -2.11 -0.37
H 1.82 3.24 -0.25
H 0.30 3.01 -0.88
H 1.25 2.32 1.80
H -0.29 1.70 1.17
H 2.35 0.80 0.06
H 1.50 -0.12 1.26
H -0.01 0.70 -1.13
H 1.06 -0.64 -1.29
H -0.63 -0.74 1.20
H 0.32 -2.61 1.07
H 0.42 -2.78 -0.59
H -1.64 -0.95 -1.76
H -2.53 -0.15 -0.49
H -2.07 -2.82 -0.22

---

15.
22
Properties=species:S:1:pos:R:3 method="wB97M-V/def2-TZVPD" total_energy_ev=-10438.6952 lumo_energy_ev=0.92
N 2.18 0.58 -0.99
C 2.25 0.81 0.36
C 1.31 1.32 1.16
N -0.01 1.66 0.71
H 1.25 0.52 -1.40
H 2.86 -0.06 -1.36
H 3.21 0.56 0.82
H 1.49 1.37 2.23
H -0.76 1.26 1.33
H -0.12 2.67 0.59
C -0.36 -1.86 0.38
C -1.62 -1.02 0.24
C -1.73 -0.30 -1.23
O -0.70 0.55 -1.54
H -0.23 -2.50 -0.50
H -0.41 -2.50 1.25
H 0.53 -1.23 0.44
H -2.49 -1.67 0.25
H -1.78 -0.38 1.12
H -1.74 -1.12 -1.95
H -2.71 0.21 -1.26
H -0.43 1.13 -0.65

---

16.
22
Properties=species:S:1:pos:R:3 method="wB97M-V/def2-TZVPD" spin_multiplicity=2 total_energy_ev=-10429.5220 lumo_energy_ev="-3.38 / -8.17" charge=+1
N -1.07 -1.14 1.88
C -0.43 -0.39 0.84
C 0.88 0.24 1.30
C 1.67 1.11 0.34
C 1.11 2.13 -0.32
C 0.06 -1.41 -0.23
N -1.09 -2.16 -0.69
H -1.61 -0.82 2.66
H -0.64 -2.02 2.10
H -1.17 0.25 0.36
H 1.54 -0.60 1.56
H 0.74 0.88 2.18
H 2.70 0.84 0.14
H 0.04 2.13 -0.48
H 1.70 2.66 -1.03
H 0.76 -2.13 0.17
H 0.32 -0.91 -1.19
H -0.92 -3.15 -0.82
H -2.04 -1.84 -0.48
H -0.88 1.42 -2.41
H -1.12 2.61 -3.31
O -0.56 2.31 -2.59

---

17.
22
Properties=species:S:1:pos:R:3 method="wB97M-V/def2-TZVPD" total_energy_ev=-10422.9505 lumo_energy_ev=-6.41 charge=+2
N -3.31 0.94 1.05
C -1.91 1.10 0.62
C -0.93 0.34 1.06
C 0.49 0.59 0.62
C 1.10 -0.65 -0.06
N 2.59 -0.63 0.03
C 0.72 -0.77 -1.56
O 1.85 -1.23 -2.24
H -3.43 0.33 1.88
H -3.90 0.66 0.27
H -3.70 1.86 1.30
H -1.74 1.85 -0.14
H -0.99 -0.44 1.79
H 0.59 1.47 -0.01
H 1.07 0.81 1.51
H 0.78 -1.56 0.47
H 2.92 -1.02 0.91
H 2.95 0.34 -0.04
H 2.97 -1.20 -0.74
H 0.37 0.20 -1.94
H -0.11 -1.46 -1.66
H 1.63 -1.53 -3.12

---

18.
23
Properties=species:S:1:pos:R:3 method="wB97M-V/def2-TZVPD" total_energy_ev=-12482.8360 lumo_energy_ev=0.70
C -1.72 0.96 0.94
C -1.32 -0.19 -1.16
C 0.82 1.69 -0.58
N -0.72 0.38 0.04
H -2.29 1.71 0.39
H -2.41 0.19 1.31
H -1.23 1.44 1.78
H -2.06 -0.95 -0.91
H -1.80 0.62 -1.72
H -0.54 -0.64 -1.77
H 1.42 1.64 -1.48
H 1.34 2.14 0.26
H -0.05 2.30 -0.83
C 1.58 -0.27 -0.05
N -0.05 -1.88 0.90
C 0.28 -0.48 0.73
O 2.69 -0.53 0.77
O 1.58 -1.20 -1.15
H 2.61 -1.45 1.11
H 2.39 -1.03 -1.64
H 0.01 -2.38 0.03
H -0.95 -2.03 1.34
H 0.44 -0.03 1.71

---

19.
26
Properties=species:S:1:pos:R:3 method="wB97M-V/def2-TZVPD" total_energy_ev=-30289.4864 lumo_energy_ev=0.67
N 0.74 0.77 0.77
Si 0.79 2.50 0.61
O -0.34 3.17 1.59
Si -1.98 3.08 1.43
C -2.58 1.32 1.23
O -2.26 0.80 -0.08
O -3.41 0.93 -0.92
H 0.69 0.31 -0.13
H 1.57 0.43 1.24
H 0.49 2.85 -0.80
H 2.10 3.03 1.02
H -2.41 3.82 0.22
H -2.60 3.69 2.63
H -2.16 0.63 1.96
H -3.67 1.30 1.37
H -3.34 1.86 -1.21
N 1.37 -2.38 -0.30
C 2.68 -2.80 -0.31
C 2.85 -3.58 -1.43
C 1.60 -3.64 -2.10
C 0.71 -2.89 -1.38
H 0.95 -1.81 0.41
H 3.37 -2.50 0.46
H 3.77 -4.05 -1.72
H 1.39 -4.17 -3.02
H -0.33 -2.68 -1.54

---

20.
26
Properties=species:S:1:pos:R:3 method="wB97M-V/def2-TZVPD" total_energy_ev=-25863.4092 lumo_energy_ev=-2.98 charge=+1
C -1.12 -0.47 2.72
C -0.59 2.32 0.27
C 0.17 0.28 -3.23
C 1.08 -2.72 -0.21
C -0.15 0.97 0.73
N -1.99 -1.16 2.33
N 1.25 1.09 1.48
O -0.30 0.07 3.32
O -1.52 -0.51 -0.98
O 0.85 -0.16 -1.98
O 0.61 -1.42 0.26
P 0.00 -0.26 -0.58
H -0.76 3.01 1.07
H -1.43 2.26 -0.39
H 0.06 2.91 -0.42
H -0.08 1.40 -3.09
H -0.56 -0.48 -3.35
H 1.02 0.21 -4.03
H 1.72 -2.96 0.59
H 1.73 -2.75 -1.11
H 0.20 -3.27 -0.18
H -1.96 -0.67 -0.21
H -2.93 -0.97 2.16
H 1.01 1.74 2.19
H 2.06 1.38 0.80
H 1.62 0.16 1.83